Record 1
Entry from the Open Molecules 2025 dataset: a structure of composition C4H9ClN2S (ωB97M-V with the def2-TZVPD basis set).

CARTESIAN COORDINATES (ANGSTROEM)
C: -0.5453 0.5377 -0.8071
C: -1.3460 -0.1251 0.3368
C: 0.1951 -0.5950 0.0008
C: 1.3955 -0.2163 0.8321
H: -0.4200 2.5643 -1.3949
H: 1.2741 1.6705 -0.7687
H: -1.0537 0.4507 -1.8609
H: -1.5063 0.5800 1.1334
H: -3.0882 -1.0727 1.2316
H: -2.1977 -1.9349 -0.4812
H: 1.5486 -0.6919 1.8096
H: 1.3287 0.8724 0.8805
H: 3.8914 -0.2451 0.5423
N: 0.0799 1.8079 -0.6428
N: -2.5587 -0.8192 0.0798
S: 2.7628 -0.5470 -0.2564
Cl: 0.2398 -2.2363 -0.6347

Force components x, y, z for each atom (eV/Å):
-0.874 -1.715 -1.342
2.064 1.669 -0.540
-3.237 0.338 0.094
-0.300 0.719 -0.022
2.513 -2.765 2.717
-4.650 0.960 -0.358
1.333 -0.871 1.866
0.571 0.052 0.601
2.355 0.470 -4.746
-1.614 4.116 2.555
-0.548 0.051 -0.361
-0.057 -0.250 0.935
-1.500 -0.148 -0.658
2.002 2.669 -2.096
-0.422 -5.234 1.679
2.569 -0.025 -0.096
-0.205 -0.035 -0.229

Results
- HOMO energy (eV) = -8.415
- LUMO (eV) = 0.65
- F_max (hartree/bohr) = 0.1072
- orbital gap (hartree) = 0.3333

=====

Record 2
Entry from the Open Molecules 2025 dataset: a structure of composition C13H17BCeIN3 (ωB97M-V with the def2-TZVPD basis set).

CARTESIAN COORDINATES (ANGSTROEM)
C: 0.1498 1.4235 2.0807
C: 0.1376 -1.3424 2.1558
H: 1.1870 1.7630 2.0775
H: -0.1227 1.0238 3.0583
H: -0.5415 2.2289 1.8115
H: 0.3117 -2.3206 1.6971
H: 0.9990 -1.0757 2.7677
H: -0.7794 -1.3505 2.7491
C: 0.0934 2.6564 -1.0462
C: 0.1759 3.4591 -2.1773
C: 0.0867 2.8543 -3.4293
C: -0.0802 1.4770 -3.5015
H: 0.1760 3.0702 -0.0471
H: 0.3161 4.5296 -2.0727
H: 0.1551 3.4449 -4.3376
H: -0.1346 0.9884 -4.4671
N: -0.0731 1.3297 -1.1133
C: -0.1574 0.7275 -2.3226
C: -0.3030 -0.7409 -2.3122
N: -0.2690 -1.3403 -1.0980
C: -0.3829 -2.6712 -1.0189
C: -0.5687 -2.8794 -3.3934
C: -0.5309 -3.4819 -2.1378
H: -0.3439 -3.0887 -0.0185
H: -0.6124 -4.5571 -2.0211
C: -0.4564 -1.4973 -3.4793
H: -0.4876 -1.0112 -4.4472
H: -0.6838 -3.4758 -4.2931
Ce: 0.0000 0.0000 0.6156
I: 2.7394 -0.1431 0.1372
B: 0.0000 0.0000 5.4766
C: 0.0000 0.0000 3.8766
N: 0.0000 0.0000 2.6156
H: -0.9726 0.5616 5.8723
H: 0.9729 0.5616 5.8719
H: 0.0001 -1.1233 5.8717

Force components x, y, z for each atom (eV/Å):
3.372 7.320 -1.500
1.766 -13.676 3.629
-0.042 0.030 0.527
-1.917 7.049 7.135
-1.007 -0.475 0.951
0.248 -0.539 -0.765
1.708 -4.673 -0.688
-0.483 -3.700 -0.526
0.034 0.412 -0.547
0.018 -0.089 0.265
0.006 -0.042 0.296
-0.003 -0.371 0.362
0.031 0.193 -0.148
-0.025 -0.146 -0.014
-0.014 -0.062 0.128
0.005 0.111 0.135
-0.416 2.145 -3.306
0.055 0.705 -0.776
-0.125 -0.719 -0.792
-0.785 -1.994 -3.203
-0.064 -0.485 -0.460
0.030 0.018 0.316
0.032 0.125 0.195
-0.037 -0.163 -0.155
0.007 0.147 -0.009
0.076 0.392 0.364
-0.003 -0.109 0.135
0.014 0.066 0.124
-0.884 0.154 -8.768
1.010 -0.068 0.067
-0.349 -0.221 -1.754
-0.387 1.927 5.536
-2.166 6.734 4.100
-0.444 0.349 -0.313
0.596 0.268 -0.323
0.144 -0.612 -0.214

Results
- HOMO energy (eV) = -14.983
- LUMO (eV) = -8.80
- net charge = +2
- F_max (hartree/bohr) = 0.2773
- orbital gap (hartree) = 0.2271

=====

Record 3
Entry from the Open Molecules 2025 dataset: the molecule C21H22N4O3S (ωB97M-V with the def2-TZVPD basis set).

CARTESIAN COORDINATES (ANGSTROEM)
C: 4.5649 1.3066 -2.4483
O: 3.6359 1.9416 -1.6065
C: 3.3924 1.3885 -0.3776
C: 2.4693 2.0598 0.4224
C: 2.1256 1.5810 1.6677
C: 2.7017 0.4083 2.1563
N: 2.4259 -0.0887 3.4330
C: 1.1181 0.1164 4.0243
C: 0.0589 -0.4510 3.1437
N: -0.5801 0.1482 2.1974
N: -1.3175 -0.7784 1.5506
C: -1.0805 -1.9119 2.1394
S: -1.7434 -3.4445 1.7372
C: -2.5363 -2.9189 0.1831
C: -1.4336 -2.5227 -0.7959
O: -0.4396 -3.2125 -0.9125
N: -1.6033 -1.3750 -1.4908
C: -0.4491 -0.7992 -2.1633
C: 0.0483 0.3732 -1.3272
C: -1.0448 1.4345 -1.1972
C: -2.4395 0.8760 -1.2490
C: -3.5234 1.7426 -1.1779
C: -4.8233 1.2818 -1.2647
C: -5.0617 -0.0691 -1.4556
C: -3.9992 -0.9488 -1.5304
C: -2.6914 -0.4894 -1.3941
O: -0.2149 -1.7852 3.1663
C: 3.6279 -0.2534 1.3560
C: 3.9771 0.2260 0.1063
H: 4.6036 1.9099 -3.3542
H: 4.2478 0.2901 -2.7051
H: 5.5615 1.2719 -1.9957
H: 2.0205 2.9623 0.0396
H: 1.3971 2.1182 2.2510
H: 2.7601 -1.0381 3.5463
H: 1.0971 -0.3783 4.9970
H: 0.9368 1.1842 4.1559
H: -3.0741 -3.7955 -0.1759
H: -3.2159 -2.1047 0.4196
H: 0.3107 -1.5767 -2.2505
H: -0.7546 -0.4694 -3.1608
H: 0.9423 0.8051 -1.7753
H: 0.3166 0.0016 -0.3385
H: -0.9149 1.9663 -0.2531
H: -0.9493 2.1684 -2.0034
H: -3.3354 2.7990 -1.0515
H: -5.6488 1.9745 -1.2011
H: -6.0716 -0.4369 -1.5569
H: -4.1760 -1.9976 -1.7178
H: 4.0857 -1.1646 1.7158
H: 4.6964 -0.3257 -0.4778

Force components x, y, z for each atom (eV/Å):
0.116 -0.087 -0.119
-0.221 0.110 0.238
-0.056 0.064 0.099
0.211 -0.067 -0.206
0.108 -0.097 0.040
0.247 0.039 -0.325
0.315 -0.329 0.491
0.002 -0.220 -0.182
-0.330 0.528 -0.185
0.794 0.901 0.949
-0.648 -1.252 -0.365
-0.217 0.580 -0.303
-0.231 -0.529 0.018
0.377 0.084 0.511
-0.175 -0.183 0.019
0.099 -0.144 0.021
0.091 0.147 -0.450
0.505 0.000 -0.038
-0.083 -0.050 -0.113
0.231 -0.050 0.066
-0.113 -0.070 0.029
-0.052 -0.129 -0.042
-0.048 0.082 0.010
-0.028 -0.072 0.053
0.037 0.103 -0.072
-0.464 0.240 0.059
0.035 -0.118 -0.024
-0.224 0.076 0.206
0.040 0.144 -0.318
0.038 -0.080 0.040
0.025 0.023 0.018
-0.032 -0.018 -0.009
-0.076 0.131 -0.055
-0.098 0.074 0.042
-0.077 0.161 0.026
0.008 0.160 -0.039
-0.095 -0.140 0.073
-0.008 0.039 0.003
-0.007 -0.164 -0.072
-0.138 0.128 -0.053
0.021 -0.055 0.014
0.055 0.001 0.003
0.095 -0.032 -0.021
0.001 0.093 0.000
-0.001 0.022 0.046
0.035 0.126 0.015
-0.072 0.068 -0.002
-0.087 -0.034 -0.012
-0.008 -0.089 -0.037
0.043 -0.090 0.039
0.059 -0.024 -0.085

Results
- SMILES = COc1ccc(NCc2nnc(SCC(=O)N3CCCc4ccccc43)o2)cc1
- HOMO energy (eV) = -7.650
- LUMO (eV) = 0.66
- F_max (hartree/bohr) = 0.0298
- orbital gap (hartree) = 0.3053

=====

Record 4
Entry from the Open Molecules 2025 dataset: a structure of composition C4H11ClF5OSc2Te (ωB97M-V with the def2-TZVPD basis set).

CARTESIAN COORDINATES (ANGSTROEM)
Sc: 2.0445 -1.2671 1.3890
Cl: -0.7709 -1.7084 1.0249
C: 1.7359 -1.7406 -0.8178
H: 2.7172 -1.6092 -1.3010
H: 1.0637 -1.0307 -1.3237
H: 1.3573 -2.7548 -1.0286
Sc: -1.6153 -0.1875 -0.6501
C: -3.4074 0.9030 0.0420
C: -2.3161 -1.2990 -2.3966
C: -0.1979 1.2695 -1.2335
H: -1.8211 -0.9468 -3.3146
H: -2.0946 -2.3661 -2.2378
H: -3.4018 -1.1304 -2.4834
H: -3.2631 1.9878 -0.1098
H: -4.2883 0.5797 -0.5415
H: -3.5604 0.7016 1.1166
H: 0.5171 1.3025 -2.0702
H: 0.0481 2.0814 -0.5162
F: 3.6365 -0.2593 0.9457
Te: 2.6972 1.7164 2.6924
F: 1.8565 2.4475 1.1377
F: 3.5296 3.5590 2.6865
F: 2.4400 -2.8759 2.2913
F: 1.6645 2.3593 4.1763
O: 1.4289 0.2681 2.5224

Force components x, y, z for each atom (eV/Å):
-0.645 0.968 2.173
0.879 -0.515 0.546
-0.545 -0.845 -4.818
0.253 0.150 1.190
0.086 0.083 0.877
0.058 0.265 1.081
-1.217 0.173 0.068
0.035 0.051 0.009
0.159 -0.097 -0.152
1.212 0.679 0.078
-0.147 -0.197 0.046
-0.217 0.061 -0.277
0.249 -0.219 -0.070
-0.141 -0.273 0.140
0.150 0.134 0.322
-0.195 0.167 -0.249
-0.136 0.192 0.120
-0.090 -0.235 -0.477
-0.285 -0.390 0.013
-0.911 0.268 -0.223
0.406 -0.267 0.902
-0.462 -0.516 0.151
-0.003 0.436 -0.329
0.465 -0.138 -0.931
1.043 0.066 -0.191

Results
- HOMO energy (alpha / beta) (eV) = -5.354 / -5.292
- LUMO (alpha / beta) (eV) = 2.38 / -1.05
- net charge = -1
- F_max (hartree/bohr) = 0.0957
- orbital gap (alpha / beta) (hartree) = 0.2844 / 0.1559

=====

Record 5
Entry from the Open Molecules 2025 dataset: a structure of composition C23H39Cl3N3O3PtSSi (ωB97M-V with the def2-TZVPD basis set).

CARTESIAN COORDINATES (ANGSTROEM)
C: 1.4960 0.6759 -4.0887
C: 1.2339 -0.7740 -4.3723
H: 2.5153 0.9480 -4.3868
H: 1.3630 0.8908 -3.0176
H: 0.8114 1.3398 -4.6431
C: 1.9632 -1.5311 -5.2067
C: 3.0470 -0.9938 -6.0801
H: 1.7606 -2.6011 -5.2878
H: 3.6754 -0.2643 -5.5515
H: 2.6459 -0.5026 -6.9800
H: 3.6945 -1.8038 -6.4327
Pt: -0.3020 3.2334 3.3807
Cl: -2.1673 4.5638 2.9113
Cl: 0.3350 2.9001 1.1262
C: -2.3959 1.3946 2.5239
O: -1.4027 1.4436 3.3334
N: -3.0568 0.2694 2.3356
C: -2.6889 -0.9638 3.0198
C: -4.2136 0.2126 1.4423
H: -2.7298 2.2843 1.9782
H: -2.0205 -0.7338 3.8512
H: -2.1886 -1.6518 2.3223
H: -3.6078 -1.4435 3.3747
H: -4.4263 1.2221 1.0838
H: -5.0845 -0.1734 1.9836
H: -4.0231 -0.4357 0.5773
H: 4.1112 3.7405 1.7017
H: 2.7594 1.4688 1.1361
C: 4.2548 3.3522 2.7184
C: 3.2435 1.1727 2.0764
N: 3.2972 2.2914 3.0115
H: 4.0950 4.1580 3.4376
C: 2.3645 2.5013 3.9256
O: 1.2397 1.8829 3.9624
H: 2.6990 0.3386 2.5278
H: 2.5672 3.3078 4.6430
H: 5.2743 2.9599 2.8043
H: 4.2770 0.8796 1.8652
O: 0.5852 -1.7886 -2.2990
C: 0.0876 -1.3939 -3.5767
C: -0.2238 -3.8813 -4.1276
C: -0.6002 -2.5481 -4.3050
H: 0.5511 -4.1230 -3.3949
C: -0.8504 -4.8790 -4.8854
H: -0.6650 -0.6012 -3.4428
C: -1.6060 -2.2141 -5.2235
H: -0.5674 -5.9205 -4.7210
C: -1.8228 -4.5406 -5.8323
C: -2.1959 -3.2016 -6.0088
H: -1.8855 -1.1607 -5.3067
H: -2.3008 -5.3210 -6.4264
H: -2.9505 -2.9197 -6.7453
Si: -0.0803 -1.8271 -0.7668
Cl: 1.0969 5.1152 3.5077
C: 0.7849 -3.2279 0.1184
C: -1.9057 -2.2151 -0.9516
C: 0.2619 -0.1870 0.0459
H: 0.8217 -4.1221 -0.5199
H: 0.2554 -3.4911 1.0455
H: 1.8180 -2.9580 0.3788
H: 1.3434 0.0139 0.0731
H: -0.1082 -0.1195 1.0788
H: -0.2036 0.6375 -0.5089
H: -2.0434 -3.0893 -1.6066
H: -2.4540 -1.3769 -1.4043
H: -2.3732 -2.4475 0.0171
S: -0.9101 2.5226 7.8499
C: -1.1382 4.2145 7.4837
C: -0.9932 4.4430 6.1412
N: -0.6897 3.2924 5.4295
C: -0.6221 2.1917 6.2005
H: -1.3566 4.9695 8.2252
H: -1.0867 5.3922 5.6247
H: -0.3892 1.2025 5.8266

Force components x, y, z for each atom (eV/Å):
0.069 0.202 -0.086
0.108 -0.823 -0.188
-0.250 0.061 0.192
0.069 -0.067 -0.282
0.108 -0.233 0.159
-0.538 0.444 0.368
0.562 -0.004 -0.213
-0.170 0.340 -0.051
-0.105 -0.152 -0.212
0.039 -0.065 0.249
-0.028 0.150 0.066
0.074 1.102 -0.603
-1.788 1.038 -0.328
0.327 -0.240 -1.614
2.794 0.489 2.056
-3.595 -1.998 -1.928
-0.961 -0.971 -0.433
-0.091 0.100 -0.239
0.337 0.094 0.094
0.134 -0.033 0.115
-0.129 -0.009 -0.180
-0.043 0.138 0.176
0.169 0.016 0.065
-0.012 -0.146 0.040
0.080 0.084 -0.061
0.028 0.073 0.169
-0.161 -0.057 0.236
-0.060 -0.030 0.270
0.014 -0.304 0.240
-0.049 0.313 -0.032
0.584 -0.094 -0.597
0.070 -0.008 -0.220
-2.537 -0.914 0.478
3.971 -0.523 0.609
0.024 0.242 -0.104
0.001 -0.197 -0.254
-0.007 0.087 -0.008
-0.060 -0.087 0.049
0.169 -0.167 -0.442
-0.019 -0.229 0.606
-0.268 0.121 -0.145
0.000 0.285 -0.014
-0.283 0.071 -0.246
0.001 0.252 0.067
0.006 -0.081 -0.004
0.359 -0.317 0.131
-0.126 0.263 -0.151
0.070 0.085 0.088
0.073 -0.024 0.206
-0.014 -0.337 -0.139
0.143 0.206 0.153
0.166 -0.186 0.212
0.149 0.451 -0.219
1.337 1.921 0.330
0.097 -0.225 -0.008
-0.249 -0.134 -0.013
-0.161 -0.332 -0.072
-0.034 0.145 0.162
0.137 0.068 -0.168
-0.249 -0.034 -0.056
-0.320 -0.061 -0.011
0.105 0.070 -0.196
0.105 -0.083 0.185
0.038 0.184 0.166
0.104 -0.133 0.116
0.085 0.098 -0.216
-0.122 0.865 -0.087
0.076 -0.156 -0.538
0.165 -1.340 0.727
-0.378 -1.320 2.563
-0.214 2.346 -0.916
0.004 -0.274 0.114
0.088 -0.286 -0.073
-0.015 0.272 -0.108

Results
- HOMO energy (alpha / beta) (eV) = -1.682 / -4.040
- LUMO (alpha / beta) (eV) = 2.26 / 2.25
- net charge = -1
- F_max (hartree/bohr) = 0.0883
- spin multiplicity = 3
- expectation value of S² = 2.010
- orbital gap (alpha / beta) (hartree) = 0.1447 / 0.2313

=====

Record 6
Entry from the Open Molecules 2025 dataset: the molecule C4H8O2 (ωB97M-V with the def2-TZVPD basis set).

CARTESIAN COORDINATES (ANGSTROEM)
O: 1.6376 -0.2539 -2.2668
C: 1.8642 -0.6596 -1.1658
C: 0.8429 -0.6628 -0.0304
C: -0.4744 0.0050 -0.2929
C: -1.1715 0.4841 0.9739
O: -2.2563 1.3663 0.7349
H: 2.7514 -1.1829 -0.7703
H: 0.8223 -1.7381 0.2255
H: 1.3741 -0.2865 0.8470
H: -1.1577 -0.7086 -0.7610
H: -0.3590 0.7631 -1.0598
H: -0.4270 1.0234 1.5785
H: -1.5531 -0.3660 1.5414
H: -1.8936 2.2166 0.4458

Force components x, y, z for each atom (eV/Å):
0.665 0.030 -0.289
-1.596 -0.247 1.361
1.082 -0.543 -0.070
-0.960 -0.848 -0.264
0.695 0.837 -0.027
-0.095 0.050 -0.182
0.747 0.149 -0.851
-0.536 0.141 -0.119
0.013 0.461 0.103
0.070 -0.073 -0.141
0.142 0.543 0.179
-0.058 -0.277 0.221
-0.014 0.126 0.020
-0.156 -0.349 0.058

Results
- SMILES = O=CCCCO
- HOMO energy (eV) = -9.956
- LUMO (eV) = 0.83
- F_max (hartree/bohr) = 0.0411
- orbital gap (hartree) = 0.3965